Below is C4H7NO2 as an isolated structure, with properties calculated with ωB97M-V/def2-TZVPD.

Properties
- Net charge: 0
- Molecular weight: 101.10 Da
- Orbital gap: 8.93 eV
- 2S+1: 1

Last column: Mulliken charge in e.
CARTESIAN COORDINATES (ANGSTROEM)
O (1.74, -0.03, 0.78)  -0.533
C (0.81, 0.27, -0.16)  0.550
C (0.58, -0.63, -1.20)  -0.729
O (-1.42, -1.25, -0.39)  -0.656
C (-1.45, -0.80, 0.79)  0.116
N (-0.96, 0.35, 1.25)  -0.678
C (-0.34, 1.17, 0.24)  -0.322
H (1.37, 0.25, 1.63)  0.416
H (1.45, 0.49, -1.27)  0.170
H (-0.09, -0.34, -2.00)  0.272
H (1.18, -1.53, -1.28)  0.337
H (-1.90, -1.43, 1.58)  0.411
H (-0.97, 1.37, -0.64)  0.341
H (0.01, 2.11, 0.67)  0.306